Entry 1:
# C3H3NO2

2 unconnected molecules or ions with the total composition C3H3NO2 in a non-equilibrium geometry (wB97M-V/def2-TZVPD, the Open Molecules 2025 dataset).

Last column: natural (NBO) charge in e.
Geometry (Å):
O1 1.717 -1.154 0.641  -0.51
O2 -2.814 1.049 0.649  -0.46
N1 1.765 0.987 -0.355  -0.79
C1 1.753 -0.138 0.076  0.86
C2 -1.262 -0.638 -0.087  -0.80
C3 -2.086 0.207 0.347  0.72
H1 2.625 1.568 -0.672  0.44
H2 -0.894 -0.427 -1.031  0.26
H3 -0.804 -1.453 0.432  0.27

Forces on the atoms, in the same order (eV/Å):
O -0.320 -0.424 -0.403
O -0.589 0.348 0.393
N 1.759 1.805 -1.360
C 1.013 0.443 0.939
C 1.769 -2.573 0.074
C -1.719 2.038 0.952
H -2.292 -1.806 0.846
H 0.616 0.340 -1.859
H -0.237 -0.172 0.419

Output
- Structure (SMILES): C=C=O.N=C=O
- HOMO: -9.371 eV
- Total energy: -321.30693 Ha
- HOMO-LUMO gap: 0.36569 Ha

=====

Entry 2:
# C3H3NO2

C3H3NO2 in the gas phase in a non-equilibrium geometry (wB97M-V/def2-TZVPD, the Open Molecules 2025 dataset).

Last column: natural (NBO) charge in e.
Geometry (Å):
O1 0.802 -0.839 -0.236  -0.41
O2 3.029 -0.273 0.013  -0.44
N1 -0.143 1.937 -0.036  -0.51
C1 1.849 -0.299 -0.035  1.00
C2 -0.615 -0.609 0.001  -0.14
C3 -0.937 1.065 0.033  -0.04
H1 -1.091 -1.056 -0.863  0.22
H2 -2.102 0.977 0.182  0.13
H3 -0.792 -0.902 0.941  0.19

Forces on the atoms, in the same order (eV/Å):
O -1.191 -1.960 -0.357
O -2.464 -0.181 0.041
N 2.355 1.270 -0.061
C 2.915 2.543 0.146
C 1.138 3.008 -3.326
C -3.233 -3.530 0.281
H -0.196 -0.227 0.341
H 1.598 0.769 -0.263
H -0.923 -1.692 3.198

Output
- HOMO (spin up / spin down): -7.335 / -7.808 eV
- Total energy: -321.16339 Ha
- HOMO-LUMO gap (spin up / spin down): 0.24292 / 0.27245 Ha

=====

Entry 3:
# C3H3NO2

C3H3NO2 in the gas phase in a non-equilibrium geometry (wB97M-V/def2-TZVPD, the Open Molecules 2025 dataset).

Last column: natural (NBO) charge in e.
Geometry (Å):
O1 0.032 1.810 -0.626  -0.47
O2 2.710 0.906 0.339  -0.53
N1 1.130 -0.675 0.435  -0.39
C1 -0.010 -0.294 0.654  0.05
C2 -0.528 1.217 0.184  0.39
C3 2.012 0.180 -0.304  0.52
H1 2.093 -0.209 -1.351  0.13
H2 -1.440 1.557 0.780  0.11
H3 -0.744 -0.637 1.345  0.17

Forces on the atoms, in the same order (eV/Å):
O 1.672 2.324 -2.882
O 0.274 0.533 -0.980
N 1.282 -0.618 -0.849
C -2.591 4.184 0.033
C -1.573 -4.052 3.584
C 0.360 -1.805 0.897
H 0.239 0.943 0.293
H 0.614 -0.027 -0.581
H -0.277 -1.482 0.485

Output
- Structure (SMILES): O=C/C=N\C=O
- HOMO: -9.578 eV
- Total energy: -321.27755 Ha
- HOMO-LUMO gap: 0.34220 Ha

=====

Entry 4:
# C3H3NO2

C3H3NO2 in the gas phase (wB97M-V/def2-TZVPD, the Open Molecules 2025 dataset).

Last column: natural (NBO) charge in e.
Geometry (Å):
O1 1.259 0.861 0.148  -0.40
O2 -1.293 -1.323 -0.860  -0.67
N1 -0.868 0.485 0.676  -0.48
C1 -0.466 -0.409 -0.298  0.34
C2 0.828 -0.186 -0.617  -0.02
C3 0.189 1.195 0.889  0.33
H1 1.521 -0.635 -1.308  0.22
H2 -1.487 -2.008 -0.210  0.49
H3 0.316 2.018 1.579  0.19

Forces on the atoms, in the same order (eV/Å):
O -0.048 0.065 0.032
O -0.013 -0.087 0.061
N 0.240 0.028 -0.040
C 0.351 0.049 -0.051
C -0.119 -0.105 -0.105
C -0.122 0.043 0.099
H -0.073 0.084 0.091
H -0.158 0.054 -0.002
H -0.057 -0.131 -0.084

Output
- Structure (SMILES): Oc1cocn1
- HOMO: -9.312 eV
- Total energy: -321.33002 Ha
- HOMO-LUMO gap: 0.37202 Ha

=====

Entry 5:
# C3H3NO2

C3H3NO2 in the gas phase in a non-equilibrium geometry (wB97M-V/def2-TZVPD, the Open Molecules 2025 dataset).

Last column: natural (NBO) charge in e.
Geometry (Å):
O1 -0.415 -0.993 1.873  -0.63
O2 0.541 0.640 -2.173  -0.57
N1 -0.413 0.968 -0.125  -0.59
C1 0.254 -1.356 0.618  -0.20
C2 -0.106 -0.190 0.158  0.63
C3 -0.003 1.379 -1.381  0.51
H1 0.172 -2.347 0.195  0.24
H2 -0.256 2.421 -1.588  0.14
H3 0.227 -0.524 2.422  0.48

Forces on the atoms, in the same order (eV/Å):
O 0.215 -0.569 0.906
O -0.139 0.503 0.035
N 0.098 -0.526 -0.250
C -0.940 0.303 0.262
C 0.133 0.233 -0.723
C 0.193 0.133 -0.521
H 0.310 0.133 0.270
H 0.065 0.102 -0.083
H 0.066 -0.311 0.103

Output
- Structure (SMILES): O=CN=C=CO
- HOMO: -9.038 eV
- Total energy: -321.21034 Ha
- HOMO-LUMO gap: 0.33632 Ha

=====

Entry 6:
# C3H3NO2

C3H3NO2 in the gas phase (wB97M-V/def2-TZVPD, the Open Molecules 2025 dataset).

Last column: natural (NBO) charge in e.
Geometry (Å):
O1 -0.750 -1.844 1.859  -0.54
O2 -1.028 1.654 -1.028  -0.51
N1 -0.190 -0.546 1.796  -0.14
C1 0.251 -0.199 0.703  0.42
C2 0.053 1.183 -1.297  0.40
C3 0.791 0.251 -0.412  -0.48
H1 -1.518 -1.832 1.260  0.47
H2 1.806 -0.056 -0.655  0.25
H3 0.569 1.425 -2.249  0.12

Forces on the atoms, in the same order (eV/Å):
O -0.521 0.012 -0.124
O 0.351 -0.169 -0.144
N 0.571 0.176 -0.670
C -0.104 -0.117 0.400
C -0.241 -0.034 -0.003
C -0.055 0.034 0.176
H 0.249 -0.022 0.133
H -0.158 0.117 0.036
H -0.092 0.002 0.196

Output
- Structure (SMILES): O=CC=C=NO
- HOMO: -10.239 eV
- Total energy: -321.22303 Ha
- HOMO-LUMO gap: 0.36094 Ha

=====

Entry 7:
# C3H3NO2

C3H3NO2 in the gas phase in a non-equilibrium geometry (wB97M-V/def2-TZVPD, the Open Molecules 2025 dataset).

Last column: natural (NBO) charge in e.
Geometry (Å):
O1 -1.081 -0.676 -0.573  -0.46
O2 0.721 -1.444 -1.886  -0.60
N1 -0.031 0.544 0.788  -0.48
C1 0.983 0.117 -0.038  -0.36
C2 0.406 -0.744 -0.965  0.65
C3 -1.201 0.130 0.434  0.37
H1 2.027 0.320 0.132  0.24
H2 -2.139 0.370 0.894  0.20
H3 0.234 1.447 1.239  0.44

Forces on the atoms, in the same order (eV/Å):
O -0.256 -0.409 -0.203
O -0.239 0.152 0.237
N 2.126 3.379 1.410
C -0.273 -1.133 -0.786
C 0.426 -0.288 -0.442
C -0.159 -0.512 -0.532
H -0.246 0.050 0.025
H -0.145 0.108 0.017
H -1.234 -1.347 0.275

Output
- HOMO: -7.898 eV
- Total energy: -321.30814 Ha
- HOMO-LUMO gap: 0.30647 Ha

=====

Entry 8:
# C3H3NO2

C3H3NO2 in the gas phase in a non-equilibrium geometry (wB97M-V/def2-TZVPD, the Open Molecules 2025 dataset).

Last column: natural (NBO) charge in e.
Geometry (Å):
O1 -2.317 1.089 0.354  -0.54
O2 2.579 0.733 0.181  -0.45
N1 -0.664 -0.543 0.555  -0.38
C1 -1.642 0.177 -0.045  0.50
C2 1.383 0.687 0.141  0.36
C3 0.582 -0.457 0.657  0.07
H1 -1.878 -0.347 -1.002  0.12
H2 1.125 -1.262 1.143  0.20
H3 0.757 1.500 -0.278  0.12

Forces on the atoms, in the same order (eV/Å):
O 0.496 -0.057 0.468
O -0.020 -0.129 0.066
N 0.403 -0.339 0.961
C -0.954 -0.021 -1.464
C -0.227 0.563 -0.291
C 0.027 -0.350 0.204
H 0.001 0.306 0.050
H 0.113 -0.030 0.078
H 0.161 0.057 -0.072

Output
- Structure (SMILES): O=C/C=N\C=O
- HOMO: -10.319 eV
- Total energy: -321.29970 Ha
- HOMO-LUMO gap: 0.34025 Ha

=====

Entry 9:
# C3H3NO2

C3H3NO2 in the gas phase (wB97M-V/def2-TZVPD, the Open Molecules 2025 dataset).

Last column: natural (NBO) charge in e.
Geometry (Å):
O1 2.263 -0.252 0.355  -0.60
O2 -0.984 -1.220 0.258  -0.19
N1 0.358 -1.562 0.526  -0.28
C1 -1.175 -0.032 -0.138  0.36
C2 0.091 0.694 -0.177  -0.65
C3 1.058 -0.399 0.327  0.57
H1 0.532 0.833 -1.167  0.31
H2 -2.209 0.264 -0.292  0.21
H3 0.065 1.674 0.310  0.28

Forces on the atoms, in the same order (eV/Å):
O -0.229 -0.130 0.353
O -0.414 0.396 -0.161
N 0.413 0.210 0.060
C 0.205 -0.224 0.127
C 0.065 -0.051 -0.027
C 0.243 -0.158 -0.046
H -0.575 0.216 -0.317
H 0.182 -0.014 -0.049
H 0.111 -0.244 0.059

Output
- HOMO (spin up / spin down): -9.163 / -9.163 eV
- Total energy: -321.23161 Ha
- HOMO-LUMO gap (spin up / spin down): 0.30038 / 0.30042 Ha

=====

Entry 10:
# C3H3NO2

3 unconnected molecules or ions with the total composition C3H3NO2 in a non-equilibrium geometry (wB97M-V/def2-TZVPD, the Open Molecules 2025 dataset).

Last column: natural (NBO) charge in e.
Geometry (Å):
O1 1.342 2.156 -2.263  -0.49
O2 -0.942 0.375 -0.515  -0.52
N1 1.559 -1.803 1.784  -0.33
C1 -1.765 -0.070 0.248  0.29
C2 1.366 -1.054 0.928  0.06
C3 1.595 1.315 -1.546  0.51
H1 1.170 -0.350 0.136  0.25
H2 -1.477 -0.643 1.150  0.12
H3 -2.848 0.074 0.079  0.12

Forces on the atoms, in the same order (eV/Å):
O 0.302 -1.000 0.845
O -0.407 -0.200 0.347
N -0.225 0.712 -0.814
C 0.201 0.120 -0.222
C 0.207 -0.633 0.738
C -0.248 1.074 -0.922
H 0.031 -0.135 0.134
H 0.023 0.052 -0.099
H 0.118 0.010 -0.007

Output
- HOMO: -10.918 eV
- Total energy: -321.28911 Ha
- HOMO-LUMO gap: 0.41295 Ha